[1]
{
  "formula": "C3H38NO14",
  "method": "ωB97M-V/def2-TZVPD",
  "symbols": ["C", "C", "C", "N", "H", "H", "H", "H", "H", "H", "H", "H", "H", "H", "H", "H", "O", "H", "H", "O", "H", "H", "O", "H", "H", "O", "H", "H", "O", "H", "H", "O", "H", "H", "O", "H", "H", "O", "H", "H", "O", "H", "H", "O", "H", "H", "O", "H", "H", "O", "H", "H", "O", "H", "H", "O"],
  "positions_angstrom": [[-0.71, 3.25, -0.40], [-1.61, 2.08, -0.08], [-2.67, 1.93, -1.14], [-0.73, 0.87, -0.01], [0.09, 2.90, -1.05], [-1.33, 4.05, -0.83], [-0.28, 3.77, 0.44], [-2.01, 2.26, 0.93], [-2.20, 1.76, -2.11], [-3.35, 2.77, -1.16], [-3.33, 1.04, -1.18], [0.14, 0.99, 0.51], [-1.41, 0.14, 0.32], [-0.34, 0.51, -0.92], [3.02, 2.64, -0.93], [4.29, 2.23, -1.27], [3.40, 2.10, -1.63], [-2.09, -1.13, 4.16], [-0.81, -1.22, 3.39], [-1.74, -1.43, 3.32], [-1.34, -5.34, -0.25], [-1.45, -3.84, -0.09], [-0.80, -4.54, -0.21], [1.05, -2.87, 1.05], [2.26, -2.63, 0.19], [1.72, -2.20, 0.87], [2.95, 1.34, 0.30], [2.11, 0.45, -0.66], [2.15, 0.83, 0.22], [1.22, 1.49, 2.87], [1.42, 0.29, 3.77], [0.76, 0.71, 3.21], [-2.36, -1.58, 1.44], [-3.12, -1.18, 0.03], [-2.28, -1.24, 0.55], [0.39, 0.47, -3.68], [1.57, 1.27, -3.69], [0.62, 1.40, -3.81], [1.87, 2.45, 1.77], [1.84, 4.01, 1.67], [1.61, 3.20, 1.20], [-5.33, -1.62, -1.11], [-4.10, -2.31, -1.03], [-4.57, -1.63, -0.51], [3.85, 0.44, 3.55], [3.22, -0.48, 4.68], [3.33, 0.41, 4.36], [-1.46, -1.66, -1.65], [-1.88, -2.08, -3.02], [-2.16, -2.17, -2.10], [1.27, -1.41, -1.98], [0.66, -1.57, -0.58], [0.49, -1.15, -1.45], [2.17, -3.58, -2.08], [3.42, -2.47, -2.26], [2.57, -2.72, -1.94]],
  "mulliken_charge": [-1.11, 0.49, -1.29, 0.57, 0.16, 0.43, 0.29, 0.33, 0.31, 0.43, 0.26, 0.19, 0.21, 0.10, 0.33, 0.31, -0.61, 0.29, 0.27, -0.61, 0.28, 0.33, -0.60, 0.29, 0.30, -0.58, 0.23, 0.30, -0.71, 0.12, 0.40, -0.48, 0.18, 0.37, -0.66, 0.29, 0.30, -0.61, 0.21, 0.29, -0.49, 0.31, 0.29, -0.67, 0.33, 0.33, -0.69, 0.29, 0.25, -0.60, 0.27, 0.23, -0.47, 0.29, 0.25, -0.56],
  "gap_ev": 11.182,
  "multiplicity": 1,
  "homo_ev": -13.842,
  "charge": 1
}

[2]
{
  "formula": "C3H3AgNaO3",
  "method": "ωB97M-V/def2-TZVPD",
  "symbols": ["C", "C", "H", "H", "H", "C", "O", "O", "Na", "O", "Ag"],
  "positions_angstrom": [[-0.48, 1.02, 2.86], [-0.94, 1.03, 4.08], [-1.85, 0.39, 3.96], [-0.88, 0.60, 1.94], [-0.48, 1.49, 4.95], [0.96, 2.70, 1.75], [0.03, 3.46, 1.52], [2.03, 2.88, 1.06], [-1.01, 5.04, 0.33], [0.93, 1.68, 2.57], [2.87, 0.39, 3.77]],
  "mulliken_charge": [-0.08, -0.49, 0.26, 0.39, 0.32, 0.68, -0.55, -0.23, 1.05, -0.28, 0.93],
  "gap_ev": [9.186, 7.612],
  "multiplicity": 2,
  "homo_ev": [-18.451, -18.438],
  "s_squared": 0.7559,
  "charge": 2
}

[3]
{
  "formula": "C3H3AgO4",
  "method": "ωB97M-V/def2-TZVPD",
  "symbols": ["O", "C", "O", "O", "C", "O", "Ag", "C", "H", "H", "H"],
  "positions_angstrom": [[-1.66, -0.63, -1.53], [-1.32, 0.13, -0.62], [-1.73, 1.27, -0.29], [0.78, -0.21, 0.58], [-0.49, -0.56, 0.50], [-1.03, -0.88, 1.55], [-1.48, 1.15, 3.09], [1.58, -0.09, -0.60], [2.62, -0.12, -0.27], [1.38, -0.92, -1.30], [1.37, 0.87, -1.10]],
  "mulliken_charge": [-0.68, 0.58, -0.66, -0.28, 0.53, -0.61, -0.02, -0.71, 0.24, 0.32, 0.30],
  "gap_ev": [6.415, 7.680],
  "multiplicity": 2,
  "homo_ev": [-2.784, -4.818],
  "s_squared": 0.7510,
  "charge": -1
}

The following M values (in g/mol) correspond, in order, to the records above: 312.330, 217.912, 210.921.
The following energy relative to the best compared isomer or geometry (same formula, charge and spin) values (in eV) correspond, in order, to the records above: 0.000, 0.000, 0.000.